Record 1
Below is a structure of composition C10H20F3GaN4O4PS, with properties calculated with ωB97M-V/def2-TZVPD.

As for the charge: -1. For the frontier orbital gap, the calculation gives 6.328 eV. For the HOMO energy, the calculation gives -4.25 eV.

```
44
Properties=species:S:1:pos:R:3:lowdin_charge:R:1
N -1.787 -3.071 3.958 0.13
C -0.768 -3.025 3.219 -0.57
N 0.433 -2.451 3.720 0.09
N -0.732 -3.544 1.904 0.01
C -1.588 -2.809 0.950 -0.21
C -1.213 -3.197 -0.484 -0.18
C -0.706 -2.013 -1.312 -0.31
C 0.688 -2.222 -1.899 -0.32
Ga 1.364 -0.390 -2.402 0.33
P 1.526 0.912 -0.387 0.70
O 0.234 1.992 -0.571 -0.42
O 0.956 -0.160 0.815 -0.43
S 3.521 -0.657 -3.380 0.57
O 3.431 -0.349 -4.795 -0.42
O 4.013 -1.990 -3.082 -0.41
C 4.844 0.504 -2.730 -0.67
F 4.651 1.746 -3.252 0.09
F 6.074 0.070 -3.089 0.10
F 4.797 0.587 -1.383 0.07
H -2.533 -3.531 3.443 0.04
H 1.220 -2.958 3.336 0.07
H 0.540 -1.502 3.388 0.07
H 0.213 -3.437 1.566 0.10
H -2.623 -3.052 1.151 0.10
H -1.483 -1.736 1.089 0.10
H -0.477 -3.986 -0.438 0.10
H -2.102 -3.592 -0.958 0.10
H -1.375 -1.790 -2.133 0.10
H -0.668 -1.118 -0.701 0.05
H 0.648 -2.842 -2.786 0.04
H 1.348 -2.720 -1.198 0.05
H 0.392 0.310 -3.444 -0.06
H -0.162 2.152 0.283 -0.02
H 0.284 0.243 1.361 0.00
N -1.848 4.151 1.682 0.00
C -3.076 4.088 1.079 -0.14
C -3.258 5.250 0.382 -0.11
C -2.092 6.044 0.568 -0.11
C -1.241 5.338 1.373 -0.14
H -1.455 3.437 2.263 0.14
H -3.708 3.226 1.196 0.10
H -4.126 5.503 -0.202 0.09
H -1.900 7.019 0.154 0.09
H -0.260 5.573 1.747 0.11
```

Record 2
Below is the molecule C5H8O, with properties calculated with ωB97M-V/def2-TZVPD.

As for the charge: 0. For the frontier orbital gap, the calculation gives 9.898 eV. For the HOMO energy, the calculation gives -8.97 eV. Its structure (SMILES) is CC=C=C(C)O.

```
14
Properties=species:S:1:pos:R:3:lowdin_charge:R:1
C -2.234 -1.009 -0.211 -0.10
C -1.252 -0.182 -0.997 -0.15
C -0.030 0.022 -0.576 0.02
C 0.920 0.430 0.226 -0.40
C 2.378 0.130 0.332 -0.04
O 0.530 1.369 1.190 0.00
H -1.744 -1.518 0.625 0.08
H -2.993 -0.333 0.204 0.08
H -2.749 -1.748 -0.828 0.07
H -1.612 0.332 -1.890 0.10
H 2.760 -0.635 -0.348 0.08
H 2.579 -0.160 1.368 0.08
H 2.914 1.070 0.146 0.08
H 0.533 2.232 0.761 0.10
```

Record 3
Below is a structure of composition C18H37N2O2P3SW, with properties calculated with ωB97M-V/def2-TZVPD.

As for the charge: +4. For the frontier orbital gap (alpha / beta), the calculation gives 6.770 / 6.372 eV. For the HOMO energy (alpha / beta), the calculation gives -21.10 / -21.77 eV. The multiplicity is 3.

```
64
Properties=species:S:1:pos:R:3:lowdin_spin:R:1
P -2.270 1.005 -0.950 0.11
C -3.841 0.156 -0.506 0.01
H -4.637 0.633 -1.098 0.00
H -4.054 0.271 0.565 0.00
H -3.788 -0.912 -0.752 0.00
C -2.690 2.725 -0.511 0.03
H -1.993 3.428 -0.984 0.00
H -2.625 2.837 0.583 0.00
H -3.716 2.920 -0.854 0.01
C -2.389 0.975 -2.778 0.01
H -3.308 1.517 -3.059 0.00
H -2.434 -0.066 -3.117 0.00
H -1.516 1.466 -3.222 0.00
P 1.609 -1.609 -1.600 0.04
C 1.289 -3.407 -1.658 0.00
H 2.065 -3.841 -2.305 0.00
H 0.288 -3.593 -2.089 0.00
H 1.351 -3.847 -0.652 0.00
C 1.615 -1.188 -3.363 0.02
H 2.060 -0.202 -3.522 0.00
H 0.583 -1.192 -3.744 0.00
H 2.209 -1.967 -3.876 0.00
C 3.355 -1.560 -1.109 0.02
H 3.917 -2.095 -1.889 0.00
H 3.471 -2.074 -0.134 0.00
H 3.710 -0.529 -1.026 0.00
P 0.904 0.689 2.402 0.11
C 0.691 -0.414 3.851 0.00
H 1.103 0.119 4.722 0.00
H 1.232 -1.355 3.684 0.00
H -0.369 -0.643 4.026 0.00
C 2.669 1.110 2.612 0.02
H 2.848 1.285 3.681 0.00
H 2.930 1.997 2.027 0.00
H 3.274 0.258 2.263 0.00
C -0.034 2.175 2.896 0.03
H 0.391 2.537 3.845 0.01
H -1.095 1.917 3.026 0.00
H 0.054 2.946 2.122 0.00
W 0.193 -0.086 -0.173 1.14
C -1.046 -1.332 -1.107 0.07
O -1.712 -2.142 -1.688 0.07
C 0.940 -1.563 0.973 0.06
O 1.398 -2.481 1.557 0.05
C 2.579 2.068 -0.466 0.02
C 1.639 2.934 0.106 0.06
C 0.485 3.273 -0.599 0.06
C 0.279 2.776 -1.885 0.05
C 1.213 1.909 -2.459 0.01
C 2.378 1.573 -1.756 0.01
H 3.540 1.901 0.028 0.00
H 1.876 3.483 1.030 0.00
H -0.180 4.042 -0.196 0.00
H -0.519 3.195 -2.517 0.00
H 1.101 1.624 -3.507 0.00
H 3.213 1.075 -2.273 0.00
N -3.098 -2.633 2.828 0.00
C -2.164 -2.375 1.905 0.00
N -1.642 -3.401 1.227 0.00
S -1.633 -0.717 1.589 -0.02
H -3.443 -3.566 3.050 0.00
H -3.528 -1.871 3.347 0.00
H -0.966 -3.265 0.500 0.00
H -1.958 -4.345 1.445 0.00
```

Short version: max |F| = 0.0248 0.0091 0.1368 hartree/bohr, in the order given.
Short version: molar mass = 450.05 84.12 622.34 g mol⁻¹, in the order given.